Entry 1:
Computed, not measured: a structure of composition C5H7NO, with ωB97M-V with the def2-TZVPD basis set.

- Lowest unoccupied orbital energy: 0.997 eV
- HOMO level: -9.980 eV
- HOMO-LUMO gap: 10.98 eV
- E_tot: -8834.3104 eV
- Energy relative to the best compared isomer or geometry (same formula, charge and spin): 43.6 kcal/mol

ORCA input file:
```
! RIJCOSX wB97M-V def2-TZVPD def2/J DEFGRID3
* xyz 0 1
N -2.4596 -1.3862 -0.3096
C -1.4806 -0.6094 -0.1959
O -1.4422 0.6838 0.2942
C -0.2144 0.9387 -0.4438
C 1.0297 0.9373 0.4353
C 1.0613 -0.6120 0.3448
C -0.0765 -0.5781 -0.7233
H -3.3007 -0.9281 0.0466
H -0.3899 1.6998 -1.2043
H 0.9219 1.3945 1.4214
H 1.8727 1.4000 -0.0887
H 0.8111 -1.1409 1.2678
H 2.0005 -1.0142 -0.0426
H 0.1100 -1.0383 -1.6921
*
```

***

Entry 2:
Computed, not measured: a cluster of 3 separate species, C5H7NO in total, with ωB97M-V with the def2-TZVPD basis set.

- Lowest unoccupied orbital energy: -0.271 eV
- HOMO level: -9.769 eV
- HOMO-LUMO gap: 9.50 eV
- E_tot: -8832.2984 eV
- Energy relative to the best compared isomer or geometry (same formula, charge and spin): 90.0 kcal/mol

ORCA input file:
```
! RIJCOSX wB97M-V def2-TZVPD def2/J DEFGRID3
* xyz 0 1
C -0.1014 -1.7869 -0.6873
C 0.0479 -0.4337 -0.0641
C 0.0188 -0.1356 1.3051
N 0.0492 1.1839 1.5817
C 0.6473 1.7237 0.3492
O 1.3983 2.6450 0.2762
C 0.0639 0.8157 -0.7081
H -0.1983 -2.5599 0.0815
H 0.7630 -2.0361 -1.3122
H -0.9923 -1.8286 -1.3240
H -0.1757 -0.8520 2.1001
H -1.1738 1.5877 0.8295
H 0.1809 0.9880 -1.7736
H -1.2013 1.4352 -0.1545
*
```

***

Entry 3:
Computed, not measured: the molecule C5H7NO, with ωB97M-V with the def2-TZVPD basis set.

- Lowest unoccupied orbital energy: 1.020 eV
- HOMO level: -9.310 eV
- HOMO-LUMO gap: 10.33 eV
- SMILES string: O[C@@H]1C=C[C@@]12CN2
- E_tot: -8833.0964 eV
- Energy relative to the best compared isomer or geometry (same formula, charge and spin): 71.6 kcal/mol

ORCA input file:
```
! RIJCOSX wB97M-V def2-TZVPD def2/J DEFGRID3
* xyz 0 1
C 1.4177 -0.3465 -1.0984
N 1.1061 -1.4339 -0.1599
C 0.2052 -0.3121 -0.2600
C -0.1741 0.7633 0.7892
C -1.4920 0.8183 0.0333
C -1.2183 -0.2525 -0.7230
O -0.3063 0.2990 2.1157
H 2.2205 0.3527 -0.8684
H 1.3333 -0.6127 -2.1504
H 1.6697 -1.3533 0.6844
H 0.4681 1.6489 0.8372
H -2.3411 1.4875 0.1227
H -1.1145 -0.2328 2.1359
H -1.7743 -0.8259 -1.4584
*
```

***

Entry 4:
Computed, not measured: the molecule C5H7NO, with ωB97M-V with the def2-TZVPD basis set.

- Lowest unoccupied orbital energy: 0.214 eV
- HOMO level: -9.048 eV
- HOMO-LUMO gap: 9.26 eV
- SMILES string: O=CC12CN(C1)C2
- E_tot: -8831.4673 eV
- Energy relative to the best compared isomer or geometry (same formula, charge and spin): 109.2 kcal/mol

ORCA input file:
```
! RIJCOSX wB97M-V def2-TZVPD def2/J DEFGRID3
* xyz 0 1
O -2.6871 -0.5451 0.6812
C -1.5605 -0.6323 1.1157
C -0.3161 -0.3666 0.2492
C -0.4968 0.5262 -0.9589
N 0.9955 0.7216 -0.7684
C 1.1956 -0.6962 -0.8425
C 0.7511 0.6143 0.7230
H -1.4088 -0.7678 2.2091
H -0.7697 0.0249 -1.8934
H -1.0706 1.4468 -0.8254
H 1.0646 -1.1053 -1.8553
H 2.1427 -1.0269 -0.3912
H 1.6007 0.2049 1.2855
H 0.4242 1.5601 1.1655
*
```